{"formula": "C54H128B7F28N14O6", "method": "ωB97M-V with the def2-TZVPD basis set", "lumo_energy_ha": -0.185, "largest_force_ev_per_a": 5.73, "total_charge": 3, "gap_ev": 9.684, "symbols": ["H", "H", "N", "H", "H", "B", "H", "H", "C", "H", "N", "H", "H", "C", "H", "H", "H", "H", "F", "N", "F", "H", "H", "H", "C", "C", "C", "H", "H", "C", "H", "H", "H", "C", "C", "H", "C", "O", "H", "C", "H", "F", "H", "N", "H", "C", "H", "H", "H", "H", "H", "C", "F", "N", "H", "F", "H", "C", "C", "H", "C", "C", "H", "H", "F", "F", "H", "H", "H", "F", "F", "H", "C", "C", "H", "B", "F", "H", "C", "H", "C", "H", "F", "H", "H", "H", "F", "C", "H", "N", "F", "H", "C", "H", "C", "H", "C", "H", "C", "C", "C", "H", "F", "H", "C", "H", "F", "H", "H", "H", "B", "H", "C", "C", "B", "H", "C", "C", "H", "H", "B", "C", "H", "H", "C", "H", "H", "C", "N", "N", "F", "F", "B", "H", "C", "C", "H", "H", "H", "C", "C", "H", "F", "H", "H", "C", "H", "H", "C", "H", "H", "F", "H", "H", "F", "H", "H", "H", "C", "H", "C", "N", "H", "H", "O", "C", "H", "H", "H", "N", "H", "H", "O", "B", "H", "H", "H", "C", "H", "H", "C", "N", "C", "C", "H", "H", "H", "F", "C", "F", "H", "H", "F", "H", "F", "H", "H", "H", "C", "H", "N", "H", "H", "N", "H", "N", "H", "H", "F", "C", "H", "C", "H", "H", "C", "O", "F", "H", "H", "H", "H", "H", "H", "H", "H", "C", "H", "O", "F", "H", "H", "O", "F", "H", "H", "H", "H"], "xyz": [[-0.12114, 3.38470, 5.22706], [-4.54603, 1.38463, -3.83287], [5.08181, -2.39372, 3.90874], [2.31563, -0.41929, 0.27806], [-10.57961, 2.78428, -0.28686], [-5.66454, -1.66273, -1.74717], [-6.95721, 1.61446, 2.43734], [7.32656, -0.59263, -5.84370], [5.14351, -1.62579, -7.98634], [-0.52606, 0.05555, 4.03508], [-1.09592, -3.26104, -4.01816], [10.35240, -0.85977, 0.31421], [-1.81274, 1.58715, 3.37599], [-0.37085, -0.02167, 5.11120], [-4.96657, 0.99636, -6.99745], [6.32104, -0.95784, 2.78863], [3.44407, -2.16294, -6.68368], [-0.27842, -0.71323, -2.20562], [0.82896, -2.28904, 3.18383], [5.24658, -1.39199, -5.80602], [-1.59791, 5.10689, -1.32389], [6.26004, -6.24675, 4.71794], [3.45801, -1.59694, 5.05974], [4.62958, -5.83942, 3.14580], [4.46930, -1.85181, -6.81972], [-3.38752, 4.01168, -3.81226], [-5.81410, -5.19854, 3.59259], [-3.25700, -0.29820, 0.71382], [0.97500, -3.23511, -4.72300], [4.06634, -1.28609, 4.21039], [3.69416, 0.67058, -2.08266], [-3.02696, 2.28053, -7.35507], [7.00558, -3.04445, 4.83997], [-3.50474, 2.19053, -6.37951], [0.20765, 1.48812, 7.06045], [4.47736, -0.29791, 4.41692], [-4.17938, -3.26313, 4.22411], [-4.25561, 0.98112, -6.35254], [6.97544, 0.40971, -9.17440], [2.41921, 5.33320, 2.46745], [-3.10701, -4.04109, 1.90946], [-5.72468, -0.07335, 4.15210], [3.81935, -3.86648, 4.77024], [2.17903, 5.67663, 1.14576], [-3.30081, -1.25035, -5.87837], [6.15483, -2.39569, 5.04835], [1.67575, 1.36929, 3.99278], [-0.75198, 3.41240, -3.26800], [-4.81775, -2.23580, 1.74423], [1.42427, 6.15145, 4.31738], [6.59017, -2.71299, 2.49733], [-1.07778, -0.44792, 0.74341], [4.85211, 0.81769, 2.04535], [6.38648, -1.03241, -7.75391], [-6.60978, -4.79343, 4.21779], [4.08984, 2.25855, 3.57386], [-0.90787, -5.63265, -1.74649], [3.75712, -2.28820, -4.07727], [6.43316, -0.92172, -6.35354], [-6.05029, -3.47565, 1.40031], [-0.40594, 7.62652, 2.80600], [5.84892, -1.93354, 2.67374], [-0.89122, -1.76373, -5.50857], [2.24958, 4.14160, -0.11288], [2.42835, 0.01880, -5.60161], [-6.96866, -2.17370, -1.78515], [-4.86449, -2.52086, 4.63368], [3.96440, 0.78081, -0.39125], [-1.97205, 6.07948, 2.72593], [-5.27918, -1.25566, -2.98149], [-3.84705, 0.20386, 5.38342], [-2.82813, -2.88298, -6.19035], [8.84798, -0.48821, -1.20722], [-3.56669, -4.15598, 5.38421], [-9.05593, 2.00073, 1.45285], [4.81111, -3.31618, -0.83526], [-0.60128, -3.45120, 4.42990], [-4.37136, 3.82496, -4.24272], [6.51052, 2.09410, -2.29735], [-2.78514, 4.72944, -4.36908], [4.29582, -3.75459, 3.79630], [3.74703, 2.29834, -1.23342], [0.40410, 1.04363, -5.66500], [3.64286, -3.57990, 2.94118], [-3.72368, -2.39073, -4.67312], [1.21442, 1.44978, -0.90860], [-1.05522, 4.27856, 0.70593], [4.16936, 1.29800, -1.32859], [-2.10002, 3.32478, 3.57140], [7.76402, 0.40034, -1.54374], [-5.58256, -0.55394, -1.00914], [3.36374, 4.84825, 2.66517], [0.42070, -1.07062, -1.44957], [0.54551, 6.93544, 0.31283], [1.59953, 6.06677, 3.25507], [-2.81157, -3.77507, -2.74260], [0.21831, -3.68668, -4.09856], [2.76247, 5.76806, -0.79746], [-2.35893, 2.22236, -5.32196], [-0.79015, 2.54040, 5.06071], [-1.57179, 6.77111, 3.46724], [9.49670, -0.41484, -2.08007], [-3.15933, 3.95197, -0.08166], [5.73127, -1.49508, -3.81822], [-1.34042, 2.54358, 3.60016], [-6.34998, -2.42324, 2.67217], [1.20593, -4.45987, 3.64810], [-8.48394, -0.22681, 0.03021], [1.64186, -5.77397, -1.84786], [-3.41326, -2.68831, 3.70378], [3.99047, 1.90381, 2.21427], [7.50036, -1.32009, -9.41118], [-3.71934, 1.63995, -3.16992], [5.16446, -4.99233, 3.57527], [-4.42007, 0.28626, 4.14175], [2.11318, 2.49104, 5.18944], [-3.78423, -4.84434, 2.19975], [1.39119, -0.71852, 0.77199], [-6.89718, 1.10302, -1.37961], [-0.96023, 0.31766, 1.51032], [-2.06734, 4.79506, -0.05135], [7.84254, 1.62937, -2.24890], [4.52212, -0.20676, -4.25750], [-4.86131, 1.69835, 1.17829], [-7.49595, 1.99032, -1.58523], [-8.22950, 3.33516, 0.83932], [-9.36196, 3.76435, -1.20716], [7.31929, -0.51117, -8.70339], [-8.62320, 1.84971, -0.59328], [0.45271, -4.67279, -3.15192], [-0.48705, -3.89973, 2.22450], [-4.44513, 1.65249, 3.95272], [0.24564, -3.53555, 3.35362], [-1.86150, 1.25516, -5.39396], [-9.11553, 0.42776, -0.57040], [-0.81584, -4.90150, -2.53601], [-6.88662, 0.48955, 1.33899], [-1.59127, 2.93376, -5.62645], [0.60271, 2.43587, 7.42625], [-1.61072, -2.08246, -4.75436], [1.13410, 6.56823, 1.14055], [-2.96320, -3.62251, 6.11859], [-2.43763, 5.94918, 0.52586], [8.80844, 1.92352, -2.63220], [-0.54738, 1.69653, -0.67697], [-2.46668, -0.33610, -0.03589], [6.11047, 3.01266, -2.70059], [-5.23904, -6.03437, 3.99109], [4.83073, -1.24506, -4.37913], [2.11140, -5.96320, -3.52947], [2.51641, -4.49809, -2.62698], [4.40638, 2.97706, 1.47881], [-1.05318, -1.40768, 1.25952], [0.41555, -0.75568, 5.28703], [4.44734, -4.47927, -1.47823], [-5.18013, -4.01140, 6.37037], [3.44597, -1.39701, 3.32104], [3.38360, -2.12877, -3.06576], [-6.86292, 1.57921, 1.35200], [-3.07230, 0.76426, -3.11884], [9.54189, -0.15396, 0.13254], [5.68081, 1.33885, -1.47774], [0.48827, 1.64658, 0.69955], [-0.76733, 8.02260, 1.85700], [-4.64188, -4.75281, 6.08366], [1.60755, 1.53305, 5.06825], [1.46992, -0.94608, -1.71739], [-4.27118, -5.19483, 1.28973], [-0.86595, 1.73212, -3.16758], [-4.86015, -4.08554, 3.05798], [-1.27517, -0.24625, 5.67678], [-6.94847, 2.91006, -1.37923], [-2.57518, -1.40005, -0.90210], [1.28822, 0.29046, -4.83158], [-1.80136, 2.77782, -1.99334], [0.14388, -2.10697, -1.25601], [6.42561, -1.38701, 5.36038], [6.50794, 0.33705, -1.04420], [3.81424, 4.91237, 0.39076], [-3.52268, -1.41342, -1.05592], [-5.52110, -2.94009, 2.18850], [-2.75996, 2.63284, -3.85045], [-8.18988, 2.24588, 0.83806], [0.34897, 1.21171, -0.29019], [-3.23317, -5.65823, 2.67093], [8.32959, -1.44664, -1.17924], [5.58160, -2.76871, 5.89709], [3.77999, -2.57478, -0.38899], [-2.93606, -2.15298, -5.38813], [-3.64044, -0.31748, 3.18021], [9.98351, 0.83729, 0.23502], [-7.95949, 1.94307, -2.57062], [5.72945, -2.46487, -1.57048], [5.16582, -1.83802, 1.82973], [1.70019, 1.03285, -3.70484], [-1.38034, 6.19286, 4.37116], [-3.44911, 4.46388, -2.82239], [2.81188, -2.19292, -4.61163], [-1.79911, -3.98314, -3.05570], [5.75120, -4.82377, 2.67227], [0.67888, 6.76368, 2.42267], [6.10715, -0.37368, -0.33665], [4.84162, -1.87835, -8.99206], [0.14314, 1.39757, 5.52293], [1.47796, -1.80374, 0.71844], [0.20664, -0.28115, -0.05793], [-2.42040, 7.38965, 3.75943], [0.80926, 0.68391, 7.48400], [-4.67535, -2.55190, -1.38720], [-1.46800, 2.62876, -3.02035], [8.92610, -0.22458, 1.02915], [1.74197, -5.24621, -2.79630], [-9.14214, 0.05811, -1.59547], [-4.02861, 1.97696, -2.18053], [-9.79012, 2.77628, -1.03835], [-5.67405, 2.08823, 0.84807], [2.68482, 1.54411, 1.90599], [-6.29959, -5.54056, 2.67858], [-10.13069, 2.50091, -2.03649], [4.07198, -3.33032, -4.13167], [8.25944, -0.26408, -8.21029], [1.28398, -0.25871, 1.75443], [-0.02469, 8.45506, 3.40290], [-0.65466, 3.50964, 2.12098], [-2.92943, -4.91385, 4.92851], [2.79425, 5.07303, 0.04160], [2.25148, 0.86150, 5.63613], [-0.30771, 2.77730, 2.63567], [0.79870, -0.86441, -4.30055], [-1.69081, -1.35144, -3.94982], [-2.46841, 0.65616, -0.48701], [5.93021, -5.34530, 4.73188], [5.46133, -3.72987, 0.30301], [-4.05640, 3.12961, -6.33590], [-1.66196, 2.52779, 5.71485], [-10.15121, 0.43588, -0.23070], [-0.82199, 1.31314, 7.37243]], "mulliken_charge": [0.52, 0.65, 0.60, -0.13, 0.37, -0.40, 0.45, 0.43, -0.74, -0.33, 0.37, 0.41, -0.89, -0.41, 0.29, 0.46, 0.29, -0.70, 0.12, 0.35, -0.44, 0.34, 0.58, 0.52, -0.02, -0.91, -0.86, -0.05, 0.80, -0.98, -0.25, 0.49, 0.29, -0.93, -0.96, 0.40, 0.38, -0.42, 0.34, -0.47, 0.25, -0.37, 0.29, 0.25, 0.12, -0.96, 0.18, 0.50, 0.01, 0.50, 0.67, 0.02, 0.01, 0.18, 0.30, -0.40, 0.47, 0.04, -0.32, 0.58, -0.51, -0.99, 0.29, 0.16, -0.10, -0.31, 0.41, -0.84, 0.07, -0.20, -0.38, 0.47, -0.42, -0.54, 0.42, -0.09, -0.28, 0.51, -0.36, 0.31, 0.28, 0.23, -0.18, -0.07, 0.23, 0.18, -0.46, 0.64, 0.44, 0.35, 0.18, 0.71, 0.16, 0.43, -0.89, 0.60, -0.92, 0.38, -0.03, -1.32, -0.79, 0.39, -0.09, 0.59, 0.90, 0.41, -0.21, 0.25, 0.29, -0.67, 0.33, 0.35, -0.57, -0.86, 0.06, 0.41, -0.88, -0.27, -0.27, -0.63, -0.48, -0.91, 0.37, 0.08, -0.43, 0.47, 0.41, -0.80, 0.11, 0.39, -0.27, -0.35, -0.19, -0.11, -0.88, -0.64, 0.01, 0.51, 0.34, 0.41, -0.34, 0.31, -0.23, 0.52, -0.03, 0.76, 0.58, 0.32, -0.56, 0.30, 0.17, -0.25, 0.45, 0.37, -0.28, 0.37, 0.00, -0.83, 0.06, -0.43, -1.05, 0.80, -0.38, 0.26, -0.53, -1.15, 0.16, 0.41, -0.34, 0.40, 0.38, 0.43, 0.54, -0.45, -0.28, 0.28, 0.32, -0.79, 0.36, -0.35, -0.86, 0.85, -1.01, 0.24, 0.38, 0.21, 0.39, 0.13, -1.29, 0.19, 0.36, 0.51, -0.31, -0.19, -0.20, 0.29, 0.08, -0.39, -0.39, 0.23, 0.33, 0.69, 0.44, 0.62, 0.85, 0.93, 0.46, 0.37, -0.16, 0.10, 0.21, -0.65, 0.46, 0.28, -0.90, -0.23, 0.16, 0.44, 0.39, 0.80, 0.30, -0.67, 0.39, -0.27, 0.27, -0.70, 0.49, 0.95, 0.46, -0.29, -0.99, -0.54, -0.23, 0.42, 0.40, 0.35, 0.43]}